Entry from the OMol25 dataset: a 2-piece molecular cluster, C7H14O overall (ωB97M-V/def2-TZVPD).

The total energy is -350.2624 Ha. The orbital gap comes out at 10.162 eV. As for the SMILES: C=C(C)C/C=C/C.O.

Bonds (Å) are listed after each position.
Element x y z (Å)
1 C -2.00 0.91 1.82  C2 1.328, H8 1.086, H9 1.090
2 C -1.37 0.00 1.09  C1 1.328, C3 1.525, C4 1.508
3 C -0.77 -1.28 1.67  C2 1.525, H10 1.102, H11 1.095, H12 1.086
4 C -1.57 -0.11 -0.40  C2 1.508, C5 1.498, H13 1.093, H14 1.101
5 C -0.27 -0.08 -1.15  C4 1.498, C6 1.332, H15 1.091
6 C 0.41 1.06 -1.23  C5 1.332, C7 1.544, H16 1.087
7 C 1.87 1.35 -1.63  C6 1.544, H17 1.094, H18 1.085, H19 1.106
8 H -1.98 0.96 2.90  C1 1.086
9 H -2.23 1.90 1.43  C1 1.090
10 H 0.29 -1.16 1.93  C3 1.102
11 H -1.02 -1.59 2.69  C3 1.095
12 H -1.04 -2.07 0.98  C3 1.086
13 H -2.30 0.54 -0.89  C4 1.093
14 H -1.96 -1.11 -0.65  C4 1.101
15 H 0.27 -0.96 -1.51  C5 1.091
16 H 0.06 2.01 -0.85  C6 1.087
17 H 2.54 0.65 -1.11  C7 1.094
18 H 2.20 2.38 -1.57  C7 1.085
19 H 2.10 1.09 -2.68  C7 1.106
20 O 2.68 -1.68 -0.28  H21 0.990, H22 0.984
21 H 1.98 -1.54 -0.96  O20 0.990
22 H 2.11 -1.27 0.41  O20 0.984